# 1
The following is a quantum chemistry calculation of a structure of composition C30H33ClCrN2O2S in a non-equilibrium geometry, from the Open Molecules 2025 dataset.

Geometry (Å):
1 Cr 0.021 -0.612 0.165
2 C 1.503 -1.055 1.815
3 C 2.277 -1.699 0.779
4 C 3.216 -0.787 0.309
5 C 3.111 0.416 1.065
6 C 2.081 0.262 1.977
7 C 1.604 1.326 2.917
8 C 3.856 1.690 0.780
9 C 4.186 -1.031 -0.810
10 C 2.190 -3.141 0.352
11 C 0.848 -1.787 2.969
12 H 2.438 1.792 3.449
13 H 0.928 0.913 3.666
14 H 1.067 2.120 2.387
15 H 4.777 1.788 1.365
16 H 3.239 2.565 1.001
17 H 4.147 1.751 -0.273
18 H 5.219 -0.885 -0.480
19 H 4.026 -0.363 -1.661
20 H 4.099 -2.051 -1.186
21 H 3.182 -3.604 0.341
22 H 1.758 -3.258 -0.645
23 H 1.570 -3.719 1.036
24 H 1.561 -1.943 3.788
25 H 0.464 -2.757 2.664
26 H -0.004 -1.232 3.368
27 Cl 3.679 1.141 -5.942
28 C 2.708 0.477 -4.639
29 C 2.203 -0.828 -4.748
30 C 1.444 -1.359 -3.742
31 C 1.152 -0.624 -2.558
32 O 0.445 -1.191 -1.635
33 C 1.669 0.688 -2.480
34 C 1.405 1.541 -1.353
35 O 0.808 1.240 -0.333
36 C 2.436 1.221 -3.530
37 H 2.422 -1.409 -5.636
38 H 1.048 -2.364 -3.809
39 H 1.780 2.575 -1.434
40 H 2.818 2.232 -3.441
41 C -1.908 1.435 -2.041
42 C -2.113 2.227 -0.774
43 C -2.547 3.546 -0.845
44 C -2.807 4.284 0.299
45 C -2.662 3.671 1.536
46 C -2.232 2.354 1.637
47 C -2.126 1.690 2.985
48 C -1.912 1.629 0.476
49 N -1.508 0.278 0.574
50 H -2.628 1.749 -2.800
51 H -2.024 0.368 -1.861
52 H -0.910 1.583 -2.463
53 H -2.697 3.994 -1.822
54 H -3.146 5.310 0.228
55 H -2.896 4.219 2.443
56 H -2.731 2.222 3.722
57 H -1.096 1.675 3.337
58 H -2.451 0.652 2.940
59 S -1.083 -2.884 0.409
60 C -2.801 -2.731 0.476
61 N -3.354 -1.527 0.666
62 C -4.682 -1.377 0.735
63 C -5.562 -2.429 0.632
64 C -5.014 -3.707 0.439
65 C -3.656 -3.865 0.359
66 H -2.305 -0.371 0.723
67 H -5.028 -0.357 0.878
68 H -6.630 -2.269 0.695
69 H -5.665 -4.570 0.349
70 H -3.206 -4.837 0.206

The molar mass is 573.12 g mol⁻¹. The energy relative to the best compared isomer or geometry (same formula, charge and spin) is 0.0 kcal/mol. As for the expectation value of S²: 0.78. As for the spin multiplicity: 2. The value obtained for the max |F| is 1.200 eV Å⁻¹. The LUMO energy (spin up / spin down) comes out at 0.0920 / 0.0925 Eh. The total charge is -1. The calculation puts the orbital gap (spin up / spin down) at 6.6 / 6.6 eV.

# 2
The following is a quantum chemistry calculation of a structure of composition C32H56As4F24HfN8 in a non-equilibrium geometry, from the Open Molecules 2025 dataset.

Geometry (Å):
1 Hf 20.076 -24.119 -10.708
2 As 21.962 -21.543 -13.564
3 F 21.233 -20.200 -12.728
4 F 22.869 -20.457 -14.697
5 F 22.721 -22.988 -14.329
6 F 21.053 -22.604 -12.368
7 F 20.523 -21.691 -14.686
8 F 23.264 -21.473 -12.379
9 As 21.806 -24.198 -7.070
10 F 23.452 -23.894 -7.793
11 F 21.597 -22.500 -6.737
12 F 20.105 -24.467 -6.381
13 F 21.858 -25.938 -7.496
14 F 22.520 -24.540 -5.406
15 F 21.139 -24.044 -8.784
16 As 18.520 -27.802 -11.980
17 F 19.625 -27.996 -13.337
18 F 17.349 -26.833 -13.033
19 F 17.315 -27.769 -10.675
20 F 19.732 -28.670 -10.929
21 F 19.356 -26.187 -11.557
22 F 17.670 -29.299 -12.420
23 As 17.668 -20.839 -11.551
24 F 16.748 -21.878 -12.669
25 F 18.562 -20.303 -13.065
26 F 18.770 -19.846 -10.552
27 F 16.694 -21.499 -10.212
28 F 18.827 -22.225 -11.132
29 F 16.559 -19.403 -11.588
30 C 19.309 -29.392 -7.944
31 C 18.397 -28.697 -6.990
32 C 17.601 -27.706 -7.748
33 C 18.439 -26.615 -8.380
34 N 19.108 -25.812 -8.868
35 H 18.690 -29.792 -8.747
36 H 19.756 -30.235 -7.417
37 H 20.009 -28.620 -8.263
38 H 19.034 -28.224 -6.242
39 H 17.603 -29.189 -6.427
40 H 16.952 -27.133 -7.087
41 H 16.923 -28.139 -8.484
42 C 25.455 -24.968 -13.156
43 C 26.015 -23.913 -12.257
44 C 25.301 -23.695 -10.886
45 C 23.867 -23.844 -10.830
46 N 22.675 -23.937 -10.768
47 H 25.689 -24.769 -14.202
48 H 24.386 -25.096 -12.990
49 H 25.888 -25.935 -12.900
50 H 26.092 -22.913 -12.684
51 H 27.084 -24.069 -12.117
52 H 25.483 -22.687 -10.512
53 H 25.628 -24.281 -10.028
54 C 15.850 -22.583 -16.896
55 C 16.964 -22.742 -15.840
56 C 16.890 -23.938 -15.013
57 C 17.911 -23.962 -13.941
58 N 18.815 -23.909 -13.187
59 H 15.726 -23.497 -17.476
60 H 15.942 -21.926 -17.761
61 H 14.882 -22.381 -16.437
62 H 17.018 -21.781 -15.329
63 H 17.935 -22.734 -16.336
64 H 17.047 -24.853 -15.584
65 H 15.872 -24.002 -14.627
66 C 14.106 -24.952 -12.675
67 C 13.856 -24.980 -11.144
68 C 14.824 -24.105 -10.302
69 C 16.285 -24.312 -10.518
70 N 17.440 -24.475 -10.580
71 H 13.200 -25.460 -13.006
72 H 14.959 -25.500 -13.078
73 H 14.256 -23.909 -12.953
74 H 14.030 -25.994 -10.782
75 H 12.865 -24.626 -10.859
76 H 14.664 -24.011 -9.228
77 H 14.703 -23.053 -10.560
78 C 24.373 -19.256 -9.593
79 C 23.004 -18.522 -9.521
80 C 21.786 -19.281 -8.906
81 C 21.479 -20.621 -9.381
82 N 21.127 -21.703 -9.798
83 H 25.163 -18.561 -9.878
84 H 24.208 -20.069 -10.299
85 H 24.601 -19.629 -8.595
86 H 22.835 -18.266 -10.567
87 H 23.006 -17.583 -8.968
88 H 20.865 -18.789 -9.220
89 H 21.906 -19.350 -7.825
90 C 21.728 -26.589 -17.842
91 C 21.716 -25.709 -16.504
92 C 21.121 -26.463 -15.302
93 C 21.188 -25.783 -14.035
94 N 21.309 -25.281 -12.984
95 H 22.513 -26.163 -18.466
96 H 20.817 -26.614 -18.441
97 H 21.944 -27.586 -17.457
98 H 21.174 -24.815 -16.811
99 H 22.758 -25.407 -16.391
100 H 21.658 -27.408 -15.228
101 H 20.054 -26.604 -15.475
102 C 19.356 -19.959 -5.400
103 C 18.014 -20.804 -5.679
104 C 17.564 -21.003 -7.083
105 C 18.286 -22.032 -7.950
106 N 18.766 -22.795 -8.633
107 H 19.874 -20.170 -4.465
108 H 19.156 -18.909 -5.187
109 H 20.157 -19.958 -6.139
110 H 17.218 -20.340 -5.096
111 H 17.961 -21.702 -5.064
112 H 17.703 -19.973 -7.411
113 H 16.481 -21.125 -7.094
114 C 25.049 -27.534 -9.623
115 C 24.013 -28.661 -9.210
116 C 22.844 -28.752 -10.238
117 C 22.143 -27.483 -10.234
118 N 21.523 -26.478 -10.316
119 H 25.353 -27.500 -10.669
120 H 25.919 -27.417 -8.977
121 H 24.573 -26.577 -9.408
122 H 23.629 -28.420 -8.219
123 H 24.436 -29.665 -9.161
124 H 22.175 -29.597 -10.074
125 H 23.189 -28.848 -11.267

The molar mass is 1486.99 g mol⁻¹. The energy relative to the best compared isomer or geometry (same formula, charge and spin) is 184.2 kcal/mol. As for the spin multiplicity: 1. The value obtained for the max |F| is 7.673 eV Å⁻¹. The LUMO energy comes out at -0.0408 Eh. The total charge is 0. The calculation puts the orbital gap at 10.1 eV.

# 3
The following is a quantum chemistry calculation of an isolated molecule of C4HF3N2OS in a non-equilibrium geometry, from the Open Molecules 2025 dataset.

Geometry (Å):
1 O 1.137 -0.689 -2.241
2 S 1.369 -0.782 -0.806
3 C 0.842 -2.478 -0.071
4 N -0.337 -2.390 0.179
5 N -1.276 -1.726 0.592
6 C -0.904 -0.413 0.879
7 C 0.026 0.169 0.133
8 C 0.141 1.654 0.031
9 F 0.792 2.182 1.066
10 F 0.864 2.016 -1.099
11 F -1.078 2.186 -0.058
12 H -1.577 0.271 1.395

The molar mass is 182.13 g mol⁻¹. As for the spin multiplicity: 1. The value obtained for the max |F| is 3.065 eV Å⁻¹. The LUMO energy comes out at -0.0781 Eh. As for the SMILES: O=S1#CN=NC=C1C(F)(F)F. The total charge is 0. The calculation puts the orbital gap at 7.7 eV.

# 4
The following is a quantum chemistry calculation of a structure of composition C5H4N2O4SSc in a non-equilibrium geometry, from the Open Molecules 2025 dataset.

Geometry (Å):
1 O 0.060 -2.651 -1.118
2 C 0.183 -1.611 -0.610
3 Sc 0.838 0.013 0.638
4 O -4.369 -0.044 -2.622
5 C -3.363 -0.035 -2.084
6 C 2.591 0.026 -0.973
7 O 3.523 0.033 -1.658
8 C 0.141 1.617 -0.630
9 O 0.003 2.660 -1.112
10 N 0.202 -1.156 4.995
11 C 0.030 0.001 4.314
12 N 0.203 1.157 4.989
13 S -0.563 -0.011 2.658
14 H 0.139 -1.145 6.014
15 H 0.120 -2.052 4.531
16 H 0.120 2.051 4.515
17 H 0.141 1.148 6.015

The molar mass is 233.12 g mol⁻¹. The energy relative to the best compared isomer or geometry (same formula, charge and spin) is 16.1 kcal/mol. As for the spin multiplicity: 1. The value obtained for the max |F| is 8.989 eV Å⁻¹. The LUMO energy comes out at -0.5584 Eh. The total charge is +3. The calculation puts the orbital gap at 6.1 eV.

# 5
The following is a quantum chemistry calculation of a cluster of 5 separate species, C15H25Cl3F6N2O6 in total in a non-equilibrium geometry, from the Open Molecules 2025 dataset.

Geometry (Å):
1 C 11.485 35.958 7.799
2 C 11.796 34.552 8.361
3 O 11.117 33.584 7.538
4 C 11.168 32.306 7.891
5 O 11.824 31.802 8.800
6 C 10.174 31.436 7.033
7 F 9.872 30.352 7.761
8 F 9.106 32.188 6.747
9 F 10.745 31.048 5.879
10 H 10.595 35.892 7.173
11 H 12.258 36.372 7.151
12 H 11.283 36.727 8.544
13 H 11.494 34.419 9.399
14 H 12.861 34.337 8.451
15 C 8.530 26.174 13.594
16 C 9.838 26.725 13.112
17 O 9.718 27.592 12.038
18 C 9.518 28.867 12.222
19 O 8.944 29.250 13.248
20 C 9.968 29.776 11.050
21 F 8.825 30.193 10.558
22 F 10.652 30.821 11.603
23 F 10.763 29.144 10.147
24 H 7.743 26.119 12.842
25 H 8.226 26.761 14.460
26 H 8.621 25.149 13.953
27 H 10.338 25.893 12.617
28 H 10.460 27.114 13.918
29 Cl 7.168 25.086 16.593
30 C 8.809 24.829 17.131
31 Cl 9.399 23.156 17.242
32 Cl 9.147 25.507 18.697
33 H 9.511 25.394 16.518
34 C 4.405 25.135 14.320
35 N 5.060 24.164 13.432
36 C 5.212 24.660 12.084
37 C 5.720 23.031 13.921
38 O 6.366 22.303 13.192
39 H 4.337 24.728 15.328
40 H 3.366 25.245 14.009
41 H 4.862 26.114 14.173
42 H 5.948 24.003 11.620
43 H 4.181 24.659 11.730
44 H 5.558 25.693 12.102
45 H 5.542 22.879 14.996
46 C 11.028 31.819 15.365
47 N 11.232 30.463 15.841
48 C 12.599 29.978 15.832
49 C 10.188 29.661 16.200
50 O 10.376 28.535 16.736
51 H 11.201 32.566 16.139
52 H 9.977 32.047 15.182
53 H 11.637 32.114 14.511
54 H 13.380 30.603 16.263
55 H 12.560 29.073 16.437
56 H 12.928 29.844 14.801
57 H 9.198 30.084 15.970

The molar mass is 549.72 g mol⁻¹. The energy relative to the best compared isomer or geometry (same formula, charge and spin) is 33.1 kcal/mol. As for the spin multiplicity: 1. The value obtained for the max |F| is 3.727 eV Å⁻¹. The LUMO energy comes out at 0.0187 Eh. As for the SMILES: CCOC(=O)C(F)(F)F.CCOC(=O)C(F)(F)F.ClC(Cl)Cl.CN(C)C=O.CN(C)C=O. The total charge is 0. The calculation puts the orbital gap at 9.7 eV.